(1)
{
  "formula": "C37H35CuN3O6S2",
  "method": "ωB97M-V/def2-TZVPD",
  "elements": ["Cu", "O", "C", "C", "C", "C", "C", "C", "C", "C", "C", "O", "C", "C", "C", "C", "C", "C", "C", "C", "C", "C", "C", "C", "N", "C", "C", "C", "C", "C", "C", "C", "C", "C", "C", "C", "C", "H", "H", "H", "H", "H", "H", "H", "H", "H", "H", "H", "H", "H", "H", "H", "H", "H", "H", "H", "H", "H", "H", "H", "H", "H", "H", "H", "S", "C", "N", "C", "C", "C", "N", "H", "H", "H", "H", "H", "H", "H", "H", "O", "S", "O", "O", "O"],
  "coordinates": [[0.590, -0.469, -0.390], [1.633, 0.926, -0.784], [1.466, 1.694, -1.921], [0.054, 1.768, -2.486], [-0.870, 0.763, -2.551], [-2.062, 0.936, -3.351], [-2.977, -0.051, -3.462], [-2.783, -1.270, -2.764], [-1.669, -1.400, -1.965], [-1.471, -2.702, -1.220], [-0.992, -2.610, 0.266], [0.290, -2.097, 0.343], [-0.895, -4.074, 0.738], [0.246, -4.791, 0.386], [0.420, -6.104, 0.790], [-0.543, -6.724, 1.576], [-1.677, -6.016, 1.940], [-1.861, -4.709, 1.510], [-1.945, -1.817, 1.167], [-1.676, -1.817, 2.535], [-2.472, -1.121, 3.424], [-3.550, -0.380, 2.962], [-3.809, -0.339, 1.604], [-3.017, -1.056, 0.717], [-0.733, -0.444, -1.870], [2.042, 3.065, -1.557], [1.281, 4.206, -1.366], [1.880, 5.372, -0.906], [3.231, 5.407, -0.611], [4.000, 4.264, -0.796], [3.405, 3.106, -1.261], [2.197, 1.144, -3.160], [2.617, 1.998, -4.183], [3.134, 1.492, -5.362], [3.247, 0.120, -5.548], [2.843, -0.736, -4.534], [2.331, -0.231, -3.351], [-0.773, 2.145, -0.675], [-0.139, 2.654, -3.075], [-2.198, 1.892, -3.837], [-3.864, 0.074, -4.075], [-3.509, -2.069, -2.829], [-2.397, -3.283, -1.253], [-0.695, -3.269, -1.746], [1.008, -4.279, -0.184], [1.313, -6.645, 0.496], [-0.412, -7.755, 1.886], [-2.426, -6.487, 2.567], [-2.756, -4.175, 1.800], [-0.812, -2.362, 2.891], [-2.246, -1.148, 4.484], [-4.173, 0.177, 3.653], [-4.623, 0.264, 1.221], [-3.238, -0.979, -0.335], [0.214, 4.200, -1.515], [1.259, 6.242, -0.737], [3.689, 6.316, -0.237], [5.059, 4.274, -0.557], [3.982, 2.197, -1.372], [2.543, 3.070, -4.044], [3.457, 2.172, -6.144], [3.651, -0.275, -6.473], [2.930, -1.809, -4.664], [2.021, -0.888, -2.550], [0.832, 0.334, 2.539], [0.685, 1.880, 3.184], [-0.452, 2.567, 3.252], [-0.513, 3.886, 3.870], [0.821, 4.597, 3.702], [1.912, 3.734, 4.307], [1.774, 2.365, 3.847], [-1.149, 2.379, 2.544], [-0.749, 3.758, 4.937], [-1.309, 4.434, 3.378], [0.817, 5.577, 4.179], [0.971, 4.727, 2.630], [1.837, 3.746, 5.406], [2.904, 4.111, 4.038], [2.605, 1.824, 3.679], [-0.920, 4.713, 0.453], [-1.948, 3.749, 0.091], [-3.001, 3.672, 1.094], [-1.291, 2.272, 0.149], [-2.412, 3.924, -1.273]],
  "mulliken_spin": [0.579, 0.146, -0.026, -0.001, 0.000, 0.003, -0.001, 0.005, 0.001, -0.004, -0.067, 0.136, 0.017, 0.008, -0.001, 0.000, 0.000, 0.000, 0.004, 0.003, 0.001, 0.000, -0.001, 0.004, 0.148, 0.014, 0.000, 0.001, 0.000, -0.001, -0.002, -0.007, -0.001, 0.000, 0.000, -0.001, -0.004, -0.001, 0.001, 0.001, 0.000, 0.001, 0.001, 0.001, 0.000, 0.000, 0.000, 0.000, 0.000, -0.001, 0.000, 0.000, 0.000, 0.002, 0.000, 0.000, 0.000, 0.000, -0.002, 0.000, 0.000, 0.000, 0.000, 0.009, 0.011, 0.008, 0.003, 0.000, 0.000, 0.000, 0.002, 0.000, 0.000, 0.000, 0.000, 0.000, 0.000, 0.000, 0.000, 0.000, 0.001, 0.000, 0.013, 0.000],
  "spin_multiplicity": 2,
  "homo_ev": [-0.97, -0.94],
  "charge": -2,
  "s2": 0.754,
  "largest_force_ha_per_bohr": 0.023
}

=====

(2)
{
  "formula": "C22H30IN4O3SSc",
  "method": "ωB97M-V/def2-TZVPD",
  "elements": ["Sc", "C", "N", "C", "C", "O", "C", "O", "C", "C", "O", "N", "C", "C", "H", "H", "H", "H", "H", "H", "H", "H", "H", "H", "H", "H", "H", "H", "H", "H", "I", "C", "C", "C", "C", "C", "C", "C", "C", "C", "C", "H", "H", "H", "H", "H", "H", "S", "C", "N", "C", "C", "C", "N", "H", "H", "H", "H", "H", "H", "H", "H"],
  "coordinates": [[0.062, -0.023, 0.306], [-3.939, -3.514, 0.547], [-2.580, -3.185, 0.909], [-1.729, -4.319, 1.214], [-2.084, -1.967, 0.940], [-0.864, -1.739, 1.120], [-2.990, -0.736, 0.790], [-2.223, 0.442, 1.036], [-2.164, 0.847, 2.407], [-0.793, 0.483, 2.988], [0.185, 0.581, 2.206], [-0.667, 0.095, 4.239], [-1.791, 0.009, 5.152], [0.642, -0.241, 4.771], [-3.925, -4.230, -0.276], [-4.489, -2.638, 0.224], [-4.462, -3.971, 1.387], [-2.141, -4.861, 2.066], [-0.728, -3.971, 1.461], [-1.678, -4.991, 0.358], [-3.856, -0.783, 1.463], [-3.344, -0.642, -0.243], [-3.007, 0.433, 2.967], [-2.235, 1.944, 2.402], [-2.322, 0.959, 5.219], [-1.424, -0.248, 6.143], [-2.490, -0.771, 4.841], [1.365, -0.273, 3.957], [0.603, -1.214, 5.259], [0.954, 0.515, 5.492], [2.929, -0.835, 0.630], [3.288, 1.330, 0.473], [4.469, 1.795, 0.974], [4.758, 3.168, 0.878], [3.867, 4.007, 0.271], [2.640, 3.532, -0.239], [1.713, 4.416, -0.834], [0.507, 3.969, -1.291], [0.165, 2.611, -1.153], [1.027, 1.680, -0.587], [2.302, 2.145, -0.130], [5.181, 1.137, 1.445], [5.687, 3.546, 1.279], [4.079, 5.063, 0.184], [1.977, 5.460, -0.908], [-0.198, 4.657, -1.734], [-0.813, 2.294, -1.528], [-1.013, -0.993, -1.889], [-0.058, -0.917, -3.300], [-0.583, -1.395, -4.418], [0.098, -1.403, -5.698], [1.171, -0.320, -5.713], [2.032, -0.424, -4.456], [1.165, -0.401, -3.287], [-1.506, -1.798, -4.361], [-0.640, -1.215, -6.481], [0.534, -2.394, -5.864], [0.703, 0.667, -5.744], [1.790, -0.435, -6.600], [2.725, 0.414, -4.385], [2.613, -1.354, -4.459], [1.507, 0.005, -2.418]],
  "mulliken_charge": [0.144, -1.014, 0.200, -0.984, 1.230, -0.718, -1.310, -0.165, -0.715, 0.939, -0.517, 0.136, -1.011, -1.027, 0.356, 0.350, 0.338, 0.365, 0.253, 0.335, 0.632, 0.490, 0.447, 0.324, 0.382, 0.384, 0.347, 0.267, 0.401, 0.379, -0.033, 0.127, -0.631, -0.662, -0.863, 1.008, -0.690, -1.163, -0.551, -0.069, 1.055, 0.446, 0.424, 0.427, 0.415, 0.446, 0.500, -0.573, 0.590, -0.136, -0.604, -0.649, -0.582, 0.291, 0.243, 0.371, 0.308, 0.310, 0.371, 0.371, 0.317, -0.052],
  "de_lowest_ev": 0.2852,
  "homo_ev": -12.97,
  "charge": 2,
  "largest_force_ha_per_bohr": 0.021
}

=====

(3)
{
  "formula": "C18H14N2O4S",
  "method": "ωB97M-V/def2-TZVPD",
  "elements": ["C", "C", "N", "C", "N", "C", "C", "H", "H", "S", "C", "C", "C", "C", "O", "C", "C", "O", "H", "O", "C", "O", "C", "C", "C", "C", "C", "C", "H", "H", "H", "H", "H", "H", "H", "H", "H", "H", "H"],
  "coordinates": [[4.547, 3.594, 0.019], [4.113, 2.223, -0.354], [4.554, 1.330, 0.382], [3.971, -0.002, 0.136], [3.078, -0.474, -0.939], [2.553, 0.608, -1.493], [2.938, 1.873, -1.202], [2.637, 2.823, -2.108], [1.843, 0.436, -2.404], [4.510, -1.288, 1.208], [3.442, -2.453, 0.582], [1.946, -2.225, 0.303], [1.302, -2.981, -0.707], [-0.101, -2.356, -0.685], [-0.870, -2.855, -1.733], [-0.629, -1.550, 0.475], [0.327, -1.296, 1.376], [1.532, -1.591, 1.463], [0.138, -0.360, 2.069], [-1.901, -1.094, 0.368], [-2.412, -0.015, 0.702], [-1.837, 0.855, 1.618], [-3.799, 0.278, 0.510], [-4.547, 1.277, 1.208], [-5.822, 1.594, 0.502], [-6.389, 0.587, -0.137], [-5.777, -0.676, -0.711], [-4.413, -0.535, -0.456], [-3.989, -1.549, -0.767], [-6.264, -1.194, -1.318], [-7.506, 0.829, -0.404], [-6.387, 2.220, 1.069], [-3.923, 1.922, 1.729], [1.680, -3.560, -1.378], [3.890, -3.027, -0.387], [3.685, -3.238, 1.342], [5.280, 3.538, 0.539], [4.927, 4.044, -0.701], [3.673, 4.290, 0.283]],
  "mulliken_charge": [-1.963, 1.159, -0.464, 0.173, -0.312, -0.100, -0.550, 0.147, 0.342, -0.151, -0.510, 0.628, -1.165, 0.734, -0.720, -0.347, 0.097, -0.140, 0.379, -0.174, 0.757, -0.715, 0.286, -0.345, -0.774, 0.124, -1.093, -0.211, 0.240, 0.637, 0.226, 0.439, 0.522, 0.619, 0.318, 0.335, 0.675, 0.624, 0.273],
  "de_lowest_ev": 13.3905,
  "homo_ev": -8.80,
  "largest_force_ha_per_bohr": 0.271
}

=====

(4)
{
  "formula": "C4H15N4",
  "method": "ωB97M-V/def2-TZVPD",
  "elements": ["C", "N", "C", "N", "H", "H", "H", "H", "H", "H", "H", "H", "C", "C", "N", "N", "H", "H", "H", "H", "H", "H", "H"],
  "coordinates": [[-1.423, -0.311, -2.097], [-0.736, -0.615, -0.814], [-0.659, -2.092, -0.475], [-1.904, -2.709, -0.219], [-1.123, 0.680, -2.430], [-1.108, -1.046, -2.835], [-2.499, -0.376, -1.978], [-1.240, -0.165, -0.041], [-0.022, -2.169, 0.400], [-0.187, -2.571, -1.327], [-2.434, -2.270, 0.527], [-2.496, -2.765, -1.040], [1.612, 1.020, 0.952], [1.527, 2.131, 1.672], [1.627, 2.151, 3.074], [1.517, 0.965, -0.484], [1.757, 0.072, 1.446], [1.437, 3.106, 1.204], [1.339, 3.031, 3.470], [1.112, 1.412, 3.526], [0.227, -0.134, -0.805], [2.430, 0.778, -0.883], [1.247, 1.874, -0.841]],
  "mulliken_charge": [-0.887, -0.092, -0.514, -0.525, 0.343, 0.364, 0.356, 0.385, 0.309, 0.447, 0.251, 0.283, -0.349, -0.166, -0.533, -0.653, 0.330, 0.283, 0.268, 0.231, 0.397, 0.239, 0.236],
  "de_lowest_ev": 1.6379,
  "homo_ev": -11.58,
  "charge": 1,
  "largest_force_ha_per_bohr": 0.014
}